Entry 1:
# C52H64BBr2FINO8P

A structure of composition C52H64BBr2FINO8P (ωB97M-V/def2-TZVPD, OMol25).

CARTESIAN COORDINATES (ANGSTROEM)
C 4.2780 -0.4870 0.4597
C 3.9086 -1.7283 1.3587
O 2.6173 -1.6580 1.9480
C 2.6032 -0.7963 3.0821
C 1.2706 -0.9171 3.9077
O 0.2741 -0.2271 3.1481
C -1.0579 -0.6398 3.4665
C -1.6690 -1.6557 2.4534
O -2.1893 -1.0281 1.2724
C -1.0674 -0.7284 0.4194
C -1.5380 -0.2892 -1.0405
B -2.3776 -1.6621 -1.3821
C -3.9562 -1.8638 -1.2013
O -1.6917 -2.8629 -1.8062
C -2.3375 1.1127 -1.1021
Br -2.7250 1.9891 0.6756
C -3.5416 1.3041 -2.0682
C -4.9487 1.7328 -1.5218
C -5.6336 0.8423 -0.4288
C -5.0926 3.3056 -1.2564
N -1.1709 2.0184 -1.5269
C 0.2005 1.4093 -1.6552
C 1.2609 1.6501 -0.5285
C 0.8211 2.4423 0.7742
C 0.6956 3.9863 0.6287
F 1.9732 4.4877 0.3565
C 0.8891 2.0665 -2.9331
Br 1.0769 4.0554 -2.7362
C 2.2285 1.3478 -3.3696
C 3.3065 2.3910 -3.9018
C -0.2590 -0.0964 -2.0035
I 1.3462 -1.5997 -1.7100
P -0.7688 -0.5572 -3.7547
C -1.8198 0.5904 -4.7340
C 0.3733 -1.6242 -4.7595
H 5.0340 -0.8197 -0.3004
H 4.7884 0.3291 1.0345
H 3.4101 -0.0937 -0.1232
H 3.9057 -2.6145 0.6723
H 4.7357 -1.9092 2.0858
H 2.6741 0.2607 2.6986
H 3.5088 -0.9377 3.7317
H 1.4538 -0.2986 4.8288
H 1.0164 -1.9734 4.1483
H -1.6738 0.2891 3.5854
H -1.0562 -1.1436 4.4690
H -0.9832 -2.5085 2.2248
H -2.5628 -2.1109 2.9559
H -0.3497 -0.0112 0.8794
H -0.5294 -1.7158 0.3783
H -4.2452 -2.9408 -1.3324
H -4.6006 -1.2924 -1.9051
H -4.2762 -1.6176 -0.1526
H -1.5408 -3.3463 -0.9779
H -3.7182 0.4506 -2.7700
H -3.2775 2.1391 -2.7802
H -5.6215 1.6031 -2.4167
H -6.3741 1.4480 0.1564
H -4.9558 0.3746 0.3160
H -6.2209 0.0124 -0.8942
H -5.7030 3.8019 -2.0449
H -4.0768 3.7716 -1.2301
H -5.6455 3.4576 -0.2970
H -1.2149 2.8540 -0.9205
H -1.2558 2.4812 -2.4476
H 2.1722 2.2097 -0.8665
H 1.6933 0.7078 -0.0979
H 1.7105 2.3148 1.4540
H -0.0078 1.9750 1.3472
H 0.3652 4.4334 1.6006
H -0.0079 4.3556 -0.1477
H 0.2317 2.0054 -3.8412
H 2.0075 0.7090 -4.2580
H 2.7427 0.7990 -2.5554
H 2.9401 3.0007 -4.7529
H 4.1283 1.7460 -4.3182
H 3.7720 2.9748 -3.0793
H -1.4621 0.6560 -5.7977
H -1.8495 1.6584 -4.3824
H -2.8848 0.2640 -4.7882
H 0.3364 -2.7085 -4.5002
H 1.4283 -1.2578 -4.8542
H -0.0218 -1.5823 -5.8157
C 7.8255 3.5356 -2.1649
C 6.9021 2.7346 -1.4985
C 7.2193 1.4216 -1.1829
C 8.4576 0.8984 -1.5424
C 9.3746 1.6927 -2.2308
C 9.0596 3.0166 -2.5313
C 10.6796 1.1345 -2.6633
O 11.4805 1.8274 -3.2597
C 10.9837 -0.2851 -2.3619
C 12.1796 -0.8410 -2.8099
C 12.4799 -2.1652 -2.5219
C 11.5919 -2.9373 -1.7778
C 10.3967 -2.3898 -1.3337
C 10.0847 -1.0653 -1.6323
C 8.7902 -0.5014 -1.1832
O 8.0087 -1.1754 -0.5353
H 7.5800 4.5637 -2.4032
H 5.9336 3.1359 -1.2226
H 6.4996 0.8037 -0.6595
H 9.7741 3.6401 -3.0540
H 12.8750 -0.2437 -3.3863
H 13.4083 -2.5969 -2.8758
H 11.8311 -3.9685 -1.5478
H 9.7067 -2.9950 -0.7592
C -5.5873 0.7440 3.8087
C -4.9228 -0.3767 3.3164
C -5.5568 -1.6109 3.3035
C -6.8542 -1.7325 3.7942
C -7.5106 -0.6150 4.3094
C -6.8777 0.6264 4.3051
C -8.8751 -0.7384 4.8803
O -9.4478 0.2371 5.3252
C -9.5204 -2.0725 4.9047
C -10.7770 -2.2168 5.4880
C -11.3955 -3.4592 5.5043
C -10.7663 -4.5607 4.9303
C -9.5121 -4.4235 4.3527
C -8.8815 -3.1814 4.3466
C -7.5276 -3.0538 3.7585
O -6.9727 -4.0148 3.2590
H -5.0950 1.7099 3.8098
H -3.9109 -0.2858 2.9396
H -5.0398 -2.4802 2.9147
H -7.3895 1.4987 4.6922
H -11.2718 -1.3625 5.9329
H -12.3705 -3.5702 5.9630
H -11.2536 -5.5282 4.9376
H -9.0242 -5.2836 3.9116

Summary:
Kohn-Sham gap = 7.14 eV
HOMO energy = -10.25 eV
charge = +1

=====

Entry 2:
# C52H66AsMoN4O2PSTe

A structure of composition C52H66AsMoN4O2PSTe (ωB97M-V/def2-TZVPD, OMol25).

CARTESIAN COORDINATES (ANGSTROEM)
Mo 0.1471 -0.4406 0.3856
N -2.6659 2.1971 1.8531
C -3.8066 1.9820 0.9600
C -3.9506 0.5057 0.6014
C -2.9616 -0.0211 -0.4058
O -3.2278 -0.3743 -1.5145
O -1.6514 -0.0686 0.0135
H -2.9019 1.8487 2.7787
H -2.5053 3.1928 1.9642
H -3.6624 2.5687 0.0544
H -4.7552 2.3037 1.4032
H -4.9244 0.3400 0.1402
H -3.9061 -0.0983 1.5118
C 0.1135 -0.6294 5.4290
C -0.1187 -0.0886 4.0164
C -1.5587 -0.3385 3.5930
P 1.0785 -0.6995 2.7365
C 2.6979 -0.1620 3.4385
C 3.9243 -0.9526 3.0057
C 2.8933 1.3388 3.2192
C 1.0406 -2.5073 2.8032
C 1.5655 -3.2568 3.8515
C 1.4919 -4.6466 3.8594
C 2.0511 -5.4515 4.9945
C 0.8733 -5.2742 2.7767
C 0.3530 -4.5548 1.7170
C 0.4432 -3.1625 1.7188
N -0.0344 -2.3883 0.6335
C -0.8968 -3.0927 -0.3152
C -0.3970 -3.6674 -1.4812
C 1.0668 -3.7449 -1.7878
C -1.2999 -4.2426 -2.3716
C -2.6593 -4.2935 -2.1150
C -3.6217 -4.8991 -3.0949
C -3.1075 -3.8034 -0.8924
C -2.2519 -3.2171 0.0242
C -2.7824 -2.7946 1.3606
H -0.6915 -0.2698 6.0708
H 1.0468 -0.2930 5.8760
H 0.0762 -1.7179 5.4575
H 0.0615 0.9936 4.0282
H -1.7842 -1.4056 3.5911
H -1.7767 0.0716 2.6042
H -2.2322 0.1392 4.3064
H 2.5524 -0.3442 4.5064
H 4.1864 -0.7399 1.9725
H 3.8024 -2.0272 3.1204
H 4.7680 -0.6440 3.6240
H 2.8752 1.5820 2.1523
H 3.8611 1.6434 3.6182
H 2.1291 1.9445 3.7048
H 2.0493 -2.7604 4.6837
H 2.5388 -4.8173 5.7320
H 2.7790 -6.1784 4.6337
H 1.2599 -6.0087 5.4975
H 0.8040 -6.3547 2.7628
H -0.1197 -5.0656 0.8896
H 1.6421 -4.0008 -0.8997
H 1.4342 -2.8043 -2.2029
H 1.2503 -4.5198 -2.5303
H -0.9154 -4.6711 -3.2895
H -3.1372 -5.1170 -4.0449
H -4.4578 -4.2254 -3.2838
H -4.0354 -5.8306 -2.7051
H -4.1590 -3.8843 -0.6423
H -3.8628 -2.9243 1.3968
H -2.5535 -1.7556 1.5844
H -2.3507 -3.3980 2.1645
C 3.9911 3.4287 -3.0167
C 2.7467 3.0700 -3.5158
C 1.7181 2.7225 -2.6525
C 1.9318 2.7184 -1.2768
C 3.1852 3.0650 -0.7808
C 4.2083 3.4275 -1.6469
As 0.4415 2.3043 -0.0873
C 0.7463 3.5091 1.4021
C 1.4530 4.7040 1.2716
C 1.5756 5.5600 2.3575
C 0.9865 5.2425 3.5735
C 0.2533 4.0712 3.6991
C 0.1339 3.2136 2.6146
C -1.0123 3.2208 -1.0043
C -1.3353 4.5245 -0.6322
C -2.3353 5.2125 -1.3047
C -3.0109 4.6118 -2.3572
C -2.6915 3.3155 -2.7262
C -1.7033 2.6145 -2.0455
H 4.7828 3.7245 -3.6915
H 2.5664 3.0888 -4.5829
H 0.7403 2.4832 -3.0528
H 3.3699 3.0829 0.2868
H 5.1724 3.7162 -1.2488
H 1.8946 4.9866 0.3264
H 2.1239 6.4862 2.2468
H 1.0837 5.9164 4.4135
H -0.2328 3.8317 4.6363
H -0.4881 2.3268 2.6855
H -0.8214 5.0179 0.1816
H -2.5779 6.2243 -1.0082
H -3.7834 5.1549 -2.8850
H -3.2115 2.8330 -3.5408
H -1.4795 1.6011 -2.3474
N 1.9582 -0.4084 -4.3309
C 0.6376 -0.2326 -4.1494
S -0.0983 -0.6019 -2.6737
N -0.0276 0.2482 -5.2111
C -1.4166 0.5098 -5.4258
C -2.4427 -0.2195 -4.8412
C -3.7561 0.0913 -5.1686
C -4.0529 1.1025 -6.0687
C -3.0180 1.8182 -6.6558
C -1.7046 1.5237 -6.3348
H 2.4946 -0.7864 -3.5690
H 2.4045 -0.2983 -5.2265
H 0.5454 0.5240 -5.9968
H -2.2405 -1.0196 -4.1487
H -4.5519 -0.4790 -4.7083
H -5.0803 1.3279 -6.3187
H -3.2297 2.6043 -7.3672
H -0.8997 2.0836 -6.7964
C 3.6357 -2.6929 0.1134
Te 2.8609 -0.8829 -0.7203
C 4.5617 0.2965 -0.2060
H 3.8555 -3.3517 -0.7202
H 2.9151 -3.1533 0.7822
H 4.5447 -2.4521 0.6538
H 4.4216 0.8924 0.6885
H 4.7549 0.9382 -1.0580
H 5.3732 -0.4161 -0.0778

Summary:
Kohn-Sham gap (spin up / spin down) = 5.86 / 6.70 eV
HOMO energy (spin up / spin down) = -12.60 / -12.63 eV
spin multiplicity = 3
charge = +2

=====

Electronic energy across the listed records, respectively: -8588.0081; -5701.7162 Eh.